1.
{
  "formula": "C5H6N2",
  "method": "ωB97M-V with the def2-TZVPD basis set",
  "species": ["C", "C", "C", "C", "C", "N", "N", "H", "H", "H", "H", "H", "H"],
  "coordinates": [[0.35691, 1.26205, -1.60314], [-1.80713, -0.88388, -1.13888], [-1.04779, -0.45503, -0.13430], [0.24178, 0.49631, -0.34570], [1.47757, 0.12463, 1.71794], [0.33635, 1.84806, -2.58144], [1.24739, 0.68996, 0.42030], [-2.47981, -1.67358, -0.91727], [-1.75321, -0.57501, -2.19470], [-0.96936, -0.84015, 0.90699], [0.50752, 0.40360, 2.33925], [2.47843, 0.56187, 1.89508], [1.41136, -0.95882, 1.63587]],
  "smiles": "C=C/C(C#N)=N\\C",
  "e_above_lowest_kcal_mol": 61.47,
  "e_tot_ev": -8259.6929,
  "e_lumo_ev": -0.102,
  "homo_lumo_gap_ev": 9.96
}

---

2.
{
  "formula": "C5H10ClP",
  "method": "ωB97M-V with the def2-TZVPD basis set",
  "species": ["C", "C", "C", "C", "C", "P", "Cl", "H", "H", "H", "H", "H", "H", "H", "H", "H", "H"],
  "coordinates": [[-1.89370, -0.62763, -0.13187], [2.23753, 0.20924, -0.94780], [1.91704, -1.44731, 1.00680], [-3.08673, 1.90140, 0.19168], [1.67666, -1.01935, -0.37636], [-1.45829, 0.94925, 0.04425], [-3.32960, -1.47768, -0.19890], [2.88622, 0.72286, -0.24279], [2.79915, -0.00908, -1.86251], [1.42445, 0.88131, -1.24043], [2.26303, -0.61994, 1.62347], [2.68104, -2.23358, 1.04422], [1.01197, -1.87484, 1.43736], [-3.01502, 2.58590, 1.03364], [-3.24316, 2.47151, -0.72118], [-3.91398, 1.21285, 0.34163], [1.04339, -1.62492, -1.00123]],
  "e_above_lowest_kcal_mol": 80.97,
  "e_tot_ev": -27153.5372,
  "e_lumo_ev": [0.315, -1.029],
  "homo_lumo_gap_ev": [9.37, 5.97]
}

---

3.
{
  "formula": "C41H32CaClF2IN6OS2",
  "method": "ωB97M-V with the def2-TZVPD basis set",
  "species": ["Ca", "F", "C", "C", "C", "C", "C", "F", "C", "C", "C", "C", "C", "C", "N", "H", "H", "H", "H", "H", "H", "Cl", "C", "C", "C", "I", "C", "O", "C", "N", "C", "C", "C", "C", "H", "H", "H", "H", "C", "N", "C", "N", "S", "H", "H", "H", "H", "H", "H", "C", "N", "C", "C", "N", "C", "S", "H", "H", "H", "H", "H", "H", "C", "C", "C", "C", "C", "C", "C", "C", "C", "C", "C", "C", "C", "C", "C", "H", "H", "H", "H", "H", "H", "H", "H", "H", "H"],
  "coordinates": [[-0.12648, 0.20735, 0.02983], [-0.65134, -5.22861, 2.03005], [-0.53747, -3.91960, 2.40764], [-0.35619, -2.93706, 1.45843], [-0.20912, -1.58808, 1.82851], [-0.27109, -1.28966, 3.21008], [-0.53089, -2.31228, 4.11661], [-0.69573, -2.06329, 5.45943], [-0.65497, -3.63928, 3.75493], [0.01573, 0.12210, 3.62139], [0.14948, 0.55662, 4.94439], [0.48828, 1.87496, 5.20115], [0.69996, 2.75015, 4.15089], [0.54869, 2.25114, 2.86580], [0.21345, 0.98737, 2.61387], [-0.32730, -3.22731, 0.41164], [-0.83760, -4.40731, 4.49295], [0.00550, -0.12622, 5.76476], [0.59423, 2.21077, 6.22690], [0.97518, 3.78444, 4.30664], [0.70499, 2.85923, 1.97944], [-0.11685, -1.98735, -7.26640], [-0.36014, -1.90204, -5.52830], [-0.65176, -3.04389, -4.84026], [-0.83015, -3.00734, -3.45031], [-1.34131, -4.75613, -2.41931], [-0.69062, -1.84280, -2.67991], [-0.81524, -1.77965, -1.42411], [-0.43073, -0.63395, -3.45816], [-0.39401, 0.51037, -2.73861], [-0.20735, 1.65375, -3.35218], [-0.01807, 1.73322, -4.74651], [-0.04155, 0.58874, -5.49150], [-0.26603, -0.65466, -4.85967], [-0.74303, -3.97982, -5.37462], [-0.19846, 2.53343, -2.71697], [0.14409, 2.69883, -5.20688], [0.09744, 0.62044, -6.56455], [-4.10408, -2.75097, 1.93190], [-3.78805, -1.37820, 1.60959], [-3.73044, -0.88500, 0.36540], [-3.75822, -1.80018, -0.63381], [-3.64529, 0.77336, 0.06680], [-4.05152, -2.87153, 3.01044], [-3.38400, -3.43979, 1.49604], [-5.10682, -3.01697, 1.58348], [-3.74620, -0.68844, 2.34096], [-3.32263, -2.69538, -0.45159], [-3.46147, -1.41471, -1.51829], [3.78192, 1.45814, -2.41134], [3.81634, 1.85745, -1.02137], [3.95536, 3.14976, -0.53881], [3.79337, 3.09726, 0.79444], [3.57888, 1.76491, 1.10667], [3.56295, 1.00099, -0.01015], [3.37138, -0.67699, -0.10400], [4.02426, 2.32101, -3.02531], [2.78522, 1.09594, -2.66678], [4.49801, 0.65581, -2.58654], [4.09184, 3.99521, -1.18838], [3.77081, 3.88449, 1.52634], [3.25936, 1.40556, 1.98983], [0.48616, 2.49154, -0.33631], [0.78822, 3.68161, -0.51795], [1.20612, 5.03523, -0.71168], [1.31075, 5.55615, -2.05590], [1.49177, 4.70065, -3.16604], [1.55779, 5.17552, -4.46643], [1.45107, 6.53456, -4.74216], [1.26969, 7.40446, -3.66566], [1.19688, 6.93533, -2.36784], [1.59083, 5.81259, 0.43285], [2.56096, 6.85102, 0.38066], [2.98673, 7.51997, 1.51275], [2.48273, 7.20657, 2.77604], [1.52023, 6.20226, 2.85520], [1.08461, 5.52932, 1.72663], [1.58407, 3.64172, -2.97089], [1.70723, 4.47472, -5.28294], [1.49489, 6.90467, -5.75931], [1.16603, 8.46942, -3.84999], [1.02747, 7.63425, -1.55758], [2.99816, 7.10511, -0.57787], [3.74013, 8.29612, 1.41513], [2.82462, 7.72861, 3.66142], [1.08865, 5.95338, 3.82045], [0.30478, 4.78156, 1.80770]],
  "e_above_lowest_kcal_mol": 21.02,
  "e_tot_ev": -120195.2783,
  "e_lumo_ev": 3.648,
  "homo_lumo_gap_ev": 3.94,
  "total_charge": -2
}

---

4.
{
  "formula": "C8H11AgN7S2",
  "method": "ωB97M-V with the def2-TZVPD basis set",
  "species": ["Ag", "S", "C", "C", "N", "C", "S", "C", "N", "C", "N", "C", "C", "N", "N", "C", "N", "N", "H", "H", "H", "H", "H", "H", "H", "H", "H", "H", "H"],
  "coordinates": [[1.03129, -2.01109, 0.25812], [3.27352, -1.52243, -0.44106], [3.80311, -0.71738, 1.01311], [5.15609, -0.23082, 0.93190], [6.23134, 0.17073, 0.83453], [3.11481, -0.49452, 2.17366], [1.47576, -0.97260, 2.56537], [3.78917, 0.19838, 3.23747], [4.29404, 0.76052, 4.10767], [-3.46076, -1.10925, -1.76857], [-2.81522, -0.23090, -0.81713], [-3.23330, 1.16081, -0.84743], [-1.63380, -0.62329, -0.28202], [-1.14948, -1.81876, -0.31801], [-0.89720, 0.35830, 0.41228], [-0.04763, 1.15185, -0.38382], [1.02508, 1.64436, 0.31790], [-0.35607, 1.36735, -1.60521], [-4.41226, -0.66905, -2.05818], [-3.67272, -2.08630, -1.33064], [-2.84813, -1.24599, -2.66572], [-4.31589, 1.20214, -0.71223], [-2.95386, 1.63359, -1.79028], [-2.75383, 1.70210, -0.03931], [-1.73398, -2.49148, -0.79427], [-0.37441, -0.07909, 1.17600], [1.30335, 1.09757, 1.13101], [1.81120, 1.90994, -0.25456], [0.34980, 1.94530, -2.05060]],
  "e_tot_ev": -44577.8228,
  "e_lumo_ev": 2.508,
  "homo_lumo_gap_ev": 6.48,
  "total_charge": -1
}

---

5.
{
  "formula": "C9H14ClNOS",
  "method": "ωB97M-V with the def2-TZVPD basis set",
  "species": ["C", "C", "C", "C", "C", "C", "C", "C", "C", "N", "O", "S", "Cl", "H", "H", "H", "H", "H", "H", "H", "H", "H", "H", "H", "H", "H", "H"],
  "coordinates": [[2.69357, 1.27164, 0.24326], [1.55054, 0.93058, 0.14754], [-2.47475, 0.77549, 0.42508], [4.03212, 1.76205, 0.52154], [-3.15910, 2.01488, 0.95406], [-0.05836, 0.13208, -2.09740], [0.28490, -3.87236, 0.24553], [-0.35753, -1.23143, 0.06219], [-0.31873, 0.10277, -0.61787], [-1.26003, 1.03728, -0.14763], [-2.95951, -0.33196, 0.50065], [0.90961, -2.37294, -0.55440], [-0.18991, -1.00196, 1.84396], [4.12836, 2.79814, 0.19758], [4.75203, 1.15076, -0.02373], [4.24687, 1.69774, 1.58851], [-4.22845, 1.82859, 1.02803], [-2.77598, 2.22143, 1.95353], [-2.98051, 2.88463, 0.32338], [-0.90228, -0.33139, -2.61599], [0.04669, 1.15502, -2.44784], [0.84404, -0.42323, -2.33827], [0.95561, -4.68161, -0.02824], [-0.72076, -4.08516, -0.11218], [0.28880, -3.72986, 1.32297], [-1.33474, -1.70667, -0.07260], [-1.01252, 2.00549, -0.30167]],
  "e_above_lowest_kcal_mol": 10.56,
  "e_tot_ev": -36451.8430,
  "e_lumo_ev": 0.147,
  "homo_lumo_gap_ev": 8.96
}